No. 1
Computed, not measured: a structure of composition C32H37ClN2Si2Yb, with the ωB97M-V functional and the def2-TZVPD basis.

Computed properties:
Spin multiplicity: 2
Charge: +1
E_LUMO (alpha / beta): -3.6 / -3.9 eV
HOMO level (alpha / beta): -9.729 / -10.232 eV
Relative energy (zero: lowest compared OMol25 entry of this formula, charge and spin): 11.6 kJ/mol

Each line ends with the Mulliken spin population.
Element x y z (Å)
C -0.5203 3.9499 -3.7507  0.003
H 0.6793 2.5198 -2.6634  -0.008
C 0.1879 -2.3944 -9.5180  0.003
H 1.9367 0.4815 -7.2741  0.006
H 2.4957 4.1633 -6.1970  0.000
C 0.1570 3.0546 -8.6184  0.004
C 0.8854 -2.4516 -3.6608  0.073
H 0.5195 5.6385 -6.5206  0.000
H 2.9476 -3.0731 -3.5434  0.008
C 1.3560 0.6833 0.8462  0.003
C -0.3978 -1.7635 -8.4174  0.000
H -0.2050 -2.2173 -10.5189  0.000
C 0.8476 1.8064 -0.0482  0.002
C 1.9901 0.1436 -4.2025  0.086
H 0.6681 2.7104 0.5584  0.000
C -0.0185 -1.4070 -4.1069  0.135
C 2.2515 -2.2451 -3.7105  0.041
H 1.4679 -3.1443 -5.9348  0.000
H 0.2657 3.8771 -9.3295  0.000
C 0.5374 -0.0423 -4.2084  0.209
C -0.5612 4.8329 -4.8324  -0.001
C -1.4658 -2.3231 0.1397  -0.003
H -0.8420 -2.8646 0.8519  0.000
H -1.2516 -1.1001 -8.5781  0.001
C 2.7854 -0.9790 -4.0214  0.139
C 1.2298 2.2038 -8.3559  0.000
H -3.4607 -1.9722 -2.5386  -0.002
C -2.8567 -1.8546 -1.6388  0.002
C -1.1875 1.8076 -7.0317  0.011
C -0.1416 0.9090 -6.8189  0.064
H -2.1262 1.6698 -6.4926  0.000
C -2.9408 -0.7733 -0.7140  0.000
C 0.1324 -1.9201 -7.1216  0.018
C 1.6484 4.0968 -5.5123  -0.002
C 1.1308 -2.8832 -6.9341  -0.013
H -1.9388 -0.8235 -5.7379  0.015
N 1.3914 -1.3536 -0.6020  0.008
C 0.5416 4.9332 -5.6879  0.001
Si -0.4578 -0.6985 -5.8081  0.146
C 1.2828 -3.2455 -9.3311  -0.002
H 2.1915 2.3730 -8.8426  0.000
Si 2.9342 1.7949 -4.4234  0.001
H -1.4509 5.4445 -5.0057  0.000
C 2.2222 -0.3287 0.1148  0.000
H -1.0874 -1.5864 -3.7896  0.068
H 0.4447 -3.4164 -3.3928  -0.003
H -1.6982 -3.7835 -1.5442  0.001
Yb -0.5052 -0.7282 -1.8142  0.025
H 2.8670 -0.8477 0.8423  -0.001
H -0.6939 2.1879 -1.3907  0.000
C -1.9378 -2.8112 -1.1127  -0.004
C -2.0834 -1.0646 0.3830  0.004
N -0.4198 1.4261 -0.7581  0.004
C -1.0488 2.8617 -7.9418  0.000
C 1.6489 3.1366 -4.4950  -0.004
H 0.5292 0.1802 1.3680  -0.001
C 0.6114 3.1531 -3.5536  -0.002
H 1.0949 -2.0631 0.0773  0.001
H 3.8713 -0.8835 -4.1144  -0.006
C 1.0821 1.1376 -7.4585  0.001
H -1.3663 3.8846 -3.0564  0.000
H -1.9933 -0.4894 1.3064  0.000
H 2.5614 -4.1960 -7.8709  0.000
H 2.8705 0.1605 -0.6248  0.000
H 1.9925 -1.8702 -1.2538  -0.007
H 1.6046 2.0716 -0.7988  0.000
H -0.0831 0.8310 -3.9320  -0.031
H -1.1760 1.4171 -0.0637  0.001
H 1.9796 1.1428 1.6240  0.000
C 1.7338 -3.5055 -8.0359  0.000
H -3.6163 0.0811 -0.7838  0.000
Cl 3.9896 2.0699 -2.6614  0.001
H -1.8791 3.5474 -8.1089  0.001
H 1.7689 -3.7120 -10.1888  0.000
H 3.8472 1.8264 -5.5020  0.000

No. 2
Computed, not measured: a cluster of 2 separate species, C5H11O3 in total, with the ωB97M-V functional and the def2-TZVPD basis.

Computed properties:
Charge: -1
E_LUMO: 4.0 eV
HOMO level: -4.507 eV
Relative energy (zero: lowest compared OMol25 entry of this formula, charge and spin): 146.0 kJ/mol

Each line ends with the natural charge from an NBO analysis.
Element x y z (Å)
H -0.2521 -3.1780 -0.5831  0.194
C 1.4241 -0.1924 0.0285  -0.647
C 0.7939 -1.2936 -0.7909  0.107
C -1.0454 2.6490 -0.1040  -0.746
C -1.2059 1.4654 0.9961  0.771
H 1.4293 -1.7359 -1.5235  0.150
H 1.6555 -0.4818 1.0972  0.197
H 0.8026 0.6771 0.2494  0.238
H 1.1845 -2.9393 0.6986  0.184
C 0.3213 -2.4784 0.1572  -0.642
H -0.4006 -2.2208 0.9463  0.226
O -1.5867 0.3708 0.4861  -0.811
H -1.0276 -0.4065 -0.8744  0.524
O -0.2436 -0.8060 -1.5133  -0.793
H -1.6841 3.5036 0.0092  0.204
H -1.2914 2.1112 -1.0558  0.216
O -1.3196 1.7249 2.2340  -0.753
H 0.0916 2.9303 -0.1027  0.194
H 2.3541 0.3004 -0.3546  0.187